# 1
50
Properties=species:S:1:pos:R:3 method="wB97M-V/def2-TZVPD" multiplicity=1 homo_ev=-17.372 total_charge=+3 homo_lumo_gap_ha=0.198 largest_force_ev_per_a=0.68
Mo 0.48 1.40 0.30
N 3.91 0.82 1.87
C 2.71 0.59 1.44
S 1.31 0.55 2.45
N 2.51 0.58 0.03
N 1.41 -0.19 -0.29
C 1.14 -1.48 -0.38
C 2.11 -2.49 -0.56
C 1.84 -3.82 -0.15
C 2.79 -4.80 -0.35
C 3.99 -4.48 -0.98
C 4.27 -3.17 -1.39
C 3.35 -2.18 -1.17
C -0.31 -1.65 -0.18
C -1.02 -2.75 -0.58
C -2.37 -2.83 -0.25
C -2.93 -1.82 0.51
C -2.15 -0.72 0.84
N -0.88 -0.60 0.49
H 4.09 0.99 2.85
H 4.69 0.85 1.23
H 0.92 -4.06 0.37
H 2.59 -5.81 -0.02
H 4.72 -5.26 -1.15
H 5.21 -2.95 -1.88
H 3.55 -1.17 -1.52
H -0.54 -3.53 -1.16
H -2.96 -3.69 -0.55
H -3.96 -1.87 0.83
H -2.57 0.08 1.44
N 1.05 4.98 2.73
C 0.58 3.99 1.98
S 1.64 3.43 0.66
N -0.60 3.49 2.21
N -0.94 2.56 1.24
C -2.22 2.59 0.93
C -2.79 2.09 -0.27
C -4.17 2.24 -0.51
C -4.67 2.01 -1.77
C -3.81 1.68 -2.83
C -2.45 1.54 -2.64
C -1.96 1.71 -1.36
O -0.63 1.62 -1.12
H 1.92 5.44 2.53
H 0.47 5.37 3.46
H -2.84 3.19 1.59
H -4.82 2.54 0.30
H -5.73 2.13 -1.96
H -4.22 1.53 -3.82
H -1.77 1.31 -3.45

# 2
52
Properties=species:S:1:pos:R:3 method="wB97M-V/def2-TZVPD" multiplicity=1 homo_ev=-0.641 total_charge=-2 homo_lumo_gap_ha=0.166 de_lowest_kcal_mol=0.0 largest_force_ev_per_a=1.14
Rb -0.66 1.14 0.32
O -0.38 -0.24 2.57
S -0.56 -1.63 2.20
O -1.71 -2.32 2.77
N -0.45 -1.68 0.65
C -0.61 -2.81 -0.10
C -0.77 -4.11 0.35
C -0.89 -5.19 -0.55
C -0.86 -5.00 -1.90
C -0.72 -3.69 -2.41
C -0.71 -3.40 -3.80
C -0.59 -2.12 -4.23
C -0.48 -1.09 -3.26
N -0.48 -1.32 -1.97
C -0.60 -2.60 -1.53
C 0.87 -2.49 2.85
C 2.11 -2.26 2.28
C 3.23 -2.91 2.78
C 3.10 -3.79 3.85
C 1.86 -4.02 4.41
C 0.74 -3.37 3.91
H -0.83 -4.31 1.41
H -1.01 -6.18 -0.14
H -0.96 -5.83 -2.59
H -0.80 -4.22 -4.50
H -0.58 -1.86 -5.28
H -0.39 -0.05 -3.55
H 2.19 -1.57 1.45
H 4.20 -2.72 2.34
H 3.98 -4.30 4.24
H 1.76 -4.71 5.24
H -0.25 -3.54 4.33
S -0.14 6.02 5.69
C -0.16 5.40 4.12
S 1.23 4.88 3.27
C 0.51 4.46 1.73
C -0.84 4.65 1.67
S -1.97 4.41 0.36
S -1.55 5.26 3.15
S 1.64 3.91 0.51
C -1.80 4.59 -3.43
N -0.48 4.48 -2.85
C 0.11 5.65 -2.21
C -0.01 3.26 -2.51
O -0.54 2.20 -2.85
H -1.88 5.53 -3.97
H -2.57 4.56 -2.65
H -1.97 3.75 -4.10
H -0.41 6.54 -2.58
H 1.17 5.74 -2.47
H 0.01 5.60 -1.13
H 0.90 3.31 -1.91